No. 1
This record from OMol25 describes a molecular structure, C34H49N2P2Pt. The level of theory is the ωB97M-V functional and the def2-TZVPD basis.

Summary:
Lowest unoccupied orbital energy (alpha / beta) in eV: 2.636 / 2.636
DFT total energy in eV: -60860.6055
Relative energy (zero: lowest compared OMol25 entry of this formula, charge and spin) in kcal per mole: 8.9
Max |F| in Eh/bohr: 0.0137
Frontier orbital gap (alpha / beta) in eV: 5.157 / 5.156

The geometry in ORCA input format:
```
! RIJCOSX wB97M-V def2-TZVPD def2/J DEFGRID3
* xyz -1 1
Pt -0.2689 0.4523 -0.0534
C -0.1426 2.2966 -4.5646
C -0.2661 2.2976 -3.0410
C 1.0305 2.8130 -2.4205
P -0.7756 0.7191 -2.2251
C -2.5771 0.5289 -2.5429
C -2.9524 -0.9393 -2.3462
C -3.1841 1.0916 -3.8210
C 0.1508 -0.6754 -2.9383
C 0.1801 -0.9665 -4.3042
C 0.9244 -2.0062 -4.8381
C 0.9505 -2.2840 -6.3196
C 1.6820 -2.7606 -3.9421
C 1.6513 -2.5291 -2.5820
C 0.8449 -1.5143 -2.0182
N 0.7529 -1.2743 -0.6715
C 0.9721 -2.2127 0.3217
C 0.9060 -3.6039 0.1658
C 1.0597 -4.4541 1.2546
C 1.2823 -3.9751 2.5366
C 1.4158 -4.8984 3.7209
C 1.3332 -2.5910 2.6996
C 1.1721 -1.7185 1.6396
P 1.0929 0.1043 1.7166
C 2.8717 0.6184 1.4521
C 3.1759 0.9573 -0.0043
C 3.8729 -0.4188 1.9625
C 0.7851 0.6640 3.4547
C 1.8968 0.5349 4.4971
C -0.5225 0.0727 3.9783
H 0.0751 3.3117 -4.9096
H -1.0428 1.9564 -5.0735
H 0.6882 1.6618 -4.8768
H -1.0690 2.9777 -2.7326
H 1.8608 2.1356 -2.6405
H 0.9292 2.8913 -1.3384
H 1.2764 3.7962 -2.8324
H -2.9490 1.0847 -1.6679
H -2.5395 -1.5675 -3.1405
H -4.0406 -1.0482 -2.3517
H -2.5798 -1.3066 -1.3881
H -2.8381 0.5515 -4.7081
H -2.9620 2.1511 -3.9540
H -4.2721 0.9865 -3.7813
H -0.4134 -0.3585 -4.9782
H 0.0847 -1.8417 -6.8152
H 0.9390 -3.3563 -6.5248
H 1.8456 -1.8715 -6.7944
H 2.3199 -3.5531 -4.3228
H 2.2720 -3.1293 -1.9314
H 0.6936 -4.0287 -0.8049
H 0.9851 -5.5255 1.0943
H 1.5585 -5.9308 3.3984
H 0.5247 -4.8700 4.3536
H 2.2674 -4.6238 4.3477
H 1.4904 -2.1958 3.6966
H 2.9717 1.5380 2.0406
H 3.0570 0.0781 -0.6414
H 4.2070 1.3147 -0.0931
H 2.4996 1.7213 -0.3794
H 3.8393 -1.3089 1.3309
H 3.6792 -0.7410 2.9849
H 4.8874 -0.0111 1.9183
H 0.6217 1.7361 3.2855
H 2.1074 -0.5055 4.7498
H 1.5728 1.0312 5.4160
H 2.8311 1.0009 4.1832
H -0.4109 -0.9927 4.1956
H -1.3327 0.1947 3.2622
H -0.8195 0.5782 4.9006
C -0.4142 3.9070 1.7450
C -1.5852 3.1850 2.3437
C -2.1271 3.5836 3.5555
C -3.2197 2.9252 4.1145
C -3.7501 1.8375 3.4303
C -3.2211 1.3909 2.2264
C -3.8245 0.1926 1.5466
C -2.1215 2.0748 1.6126
N -1.6663 1.7643 0.3807
H -0.1016 4.7437 2.3754
H -0.6643 4.2703 0.7435
H 0.4354 3.2307 1.5961
H -1.6905 4.4350 4.0730
H -3.6419 3.2483 5.0590
H -4.5923 1.2986 3.8590
H -4.2002 -0.5247 2.2824
H -3.0836 -0.2978 0.9154
H -4.6609 0.4754 0.8968
*
```

Mulliken population analysis, charges in e, atoms 1 to 8: 1.17, -1.81, 0.76, -1.23, -0.50, 1.00, -1.58, -1.61


No. 2
This record from OMol25 describes a molecular structure, C50H65N3O5Pd. The level of theory is the ωB97M-V functional and the def2-TZVPD basis.

Summary:
Lowest unoccupied orbital energy (alpha / beta) in eV: 0.558 / -1.628
DFT total energy in eV: -71094.1311
Relative energy (zero: lowest compared OMol25 entry of this formula, charge and spin) in kcal per mole: 0.0
Max |F| in Eh/bohr: 0.0099
Frontier orbital gap (alpha / beta) in eV: 8.299 / 6.013

The geometry in ORCA input format:
```
! RIJCOSX wB97M-V def2-TZVPD def2/J DEFGRID3
* xyz 0 3
Pd 0.5561 -0.8032 -2.9135
C 0.3929 2.0839 -4.6306
O 0.3217 1.6367 -3.2791
C 0.2741 2.6704 -2.3541
C 1.4546 3.1982 -1.8447
C 2.8127 2.5995 -2.1465
C 3.1394 1.5508 -1.1087
C 3.6334 1.8991 0.1311
C 3.8364 0.9586 1.1458
C 3.5385 -0.3707 0.8593
C 3.0451 -0.7698 -0.3743
C 2.7060 -2.2072 -0.6457
C 1.3962 -2.7610 -0.1075
C 1.3766 -4.0978 0.2624
C 0.2014 -4.7724 0.5944
C -0.9829 -4.0665 0.4818
C -1.0253 -2.7186 0.1134
C -2.4179 -2.1573 -0.1324
C -2.6879 -0.6754 -0.1719
C -3.2900 -0.0965 0.9332
C -3.6331 1.2519 0.9956
C -3.3147 2.0208 -0.1098
C -2.6892 1.4905 -1.2393
C -2.2541 2.4319 -2.3443
C -0.9719 3.1323 -1.9343
C -1.0042 4.1890 -1.0351
C 0.1526 4.7655 -0.5142
C 1.3688 4.2462 -0.9315
C 0.0428 5.8961 0.5057
C -0.7142 7.0768 -0.1142
C -0.7246 5.3864 1.7322
C 1.4133 6.3871 0.9698
C -2.4138 0.1263 -1.2900
O -1.8602 -0.3807 -2.4355
C -4.3210 1.8076 2.2409
C -4.6461 3.2942 2.1096
C -5.6321 1.0488 2.4819
C -3.3955 1.6226 3.4507
C 0.1790 -2.0603 -0.1077
O 0.1684 -0.7101 -0.4297
C 0.1796 0.1805 0.6900
C 0.2651 -6.2267 1.0628
C -1.1135 -6.7767 1.4255
C 0.8527 -7.1054 -0.0486
C 1.1625 -6.3165 2.3039
C 2.8565 0.1932 -1.3839
O 2.4439 -0.1313 -2.5894
C 4.3251 1.4268 2.5133
C 5.6815 2.1273 2.3610
C 3.3043 2.4170 3.0922
C 4.4870 0.2711 3.5001
H -0.4396 2.7579 -4.8492
H 0.3285 1.2016 -5.2661
H 1.3369 2.6026 -4.8149
H 3.5583 3.3960 -2.1098
H 2.8369 2.1460 -3.1348
H 3.8527 2.9438 0.3217
H 3.6671 -1.1325 1.6173
H 3.5066 -2.8375 -0.2501
H 2.7069 -2.3674 -1.7298
H 2.3224 -4.6258 0.2817
H -1.9275 -4.5537 0.6871
H -3.0690 -2.5863 0.6330
H -2.7421 -2.5960 -1.0787
H -3.5105 -0.7447 1.7745
H -3.5609 3.0728 -0.1214
H -3.0303 3.1826 -2.5077
H -2.1149 1.8755 -3.2672
H -1.9703 4.5644 -0.7227
H 2.2941 4.6480 -0.5419
H -1.7193 6.7899 -0.4237
H -0.1880 7.4565 -0.9911
H -0.8046 7.8886 0.6095
H -1.7353 5.0777 1.4700
H -0.7979 6.1718 2.4867
H -0.2174 4.5279 2.1768
H 2.0041 6.7803 0.1414
H 1.9837 5.5916 1.4527
H 1.2836 7.1901 1.6965
H -5.3216 3.4880 1.2751
H -3.7455 3.8917 1.9696
H -5.1354 3.6409 3.0212
H -6.3093 1.1708 1.6352
H -6.1299 1.4257 3.3776
H -5.4558 -0.0183 2.6184
H -2.4518 2.1499 3.2973
H -3.1679 0.5710 3.6250
H -3.8658 2.0172 4.3538
H -0.6874 -0.0096 1.3252
H 0.1173 1.1893 0.2814
H 1.1024 0.0676 1.2593
H -1.7881 -6.7749 0.5673
H -1.5787 -6.2031 2.2283
H -1.0149 -7.8087 1.7658
H 0.2058 -7.0985 -0.9277
H 0.9431 -8.1378 0.2949
H 1.8417 -6.7656 -0.3551
H 0.7718 -5.6923 3.1089
H 2.1785 -5.9872 2.0876
H 1.2116 -7.3466 2.6606
H 5.6133 2.9993 1.7103
H 6.4218 1.4482 1.9363
H 6.0418 2.4621 3.3356
H 3.1869 3.2917 2.4520
H 3.6280 2.7621 4.0764
H 2.3255 1.9458 3.1990
H 5.2036 -0.4684 3.1406
H 3.5388 -0.2341 3.6912
H 4.8553 0.6565 4.4521
C -2.0864 -5.7013 -3.2303
N -1.1094 -4.7416 -3.6802
C 0.3033 -5.0426 -3.6170
C 0.9242 -3.6577 -3.5815
O 2.1170 -3.4346 -3.5973
N -0.0785 -2.7340 -3.5285
C -1.2877 -3.3878 -3.4980
N -2.4122 -2.7661 -3.3630
H -1.8194 -6.6854 -3.6125
H -3.0742 -5.4614 -3.6218
H -2.1420 -5.7510 -2.1345
H 0.6575 -5.6059 -4.4826
H 0.5767 -5.5824 -2.7054
H -2.2258 -1.2959 -2.6998
H -3.2081 -3.3902 -3.3904
*
```

Mulliken population analysis, charges in e, atoms 1 to 8: 0.17, -1.15, 0.26, -0.28, 0.60, -1.69, 0.48, -0.87


No. 3
This record from OMol25 describes 2 unconnected molecules or ions with the total composition C3H12NO2 at a distorted geometry. The level of theory is the ωB97M-V functional and the def2-TZVPD basis.

Summary:
Lowest unoccupied orbital energy in eV: -3.152
DFT total energy in eV: -8884.3978
Relative energy (zero: lowest compared OMol25 entry of this formula, charge and spin) in kcal per mole: 11.0
Max |F| in Eh/bohr: 0.0369
Frontier orbital gap in eV: 11.616

The geometry in ORCA input format:
```
! RIJCOSX wB97M-V def2-TZVPD def2/J DEFGRID3
* xyz 1 1
C 0.3918 -0.0860 0.8163
C -0.4094 1.1543 0.4654
C -1.4308 1.4080 1.5684
O -1.0268 0.9219 -0.7788
N 1.3256 -0.3862 -0.3194
H -0.2965 -0.9308 0.8398
H 0.8881 0.0194 1.7672
H 0.2899 1.9774 0.3092
H -2.3398 0.8513 1.3634
H -1.1373 0.9431 2.5145
H -1.6506 2.4587 1.7381
H -1.9822 0.8447 -0.7155
H 0.9934 0.1391 -1.1505
H 2.3240 -0.2040 -0.2749
H 1.2457 -1.3458 -0.7403
H 0.8041 -3.2731 -2.0927
H 1.1761 -2.1831 -3.1033
O 0.8346 -2.3089 -2.2067
*
```

Mulliken population analysis, charges in e, atoms 1 to 8: -0.63, 0.37, -1.36, -0.55, -0.29, 0.27, 0.38, 0.31


No. 4
This record from OMol25 describes C3H7NO in the gas phase at a distorted geometry. The level of theory is the ωB97M-V functional and the def2-TZVPD basis.

Summary:
Lowest unoccupied orbital energy in eV: 0.980
DFT total energy in eV: -6758.4877
SMILES: C=NOCC
Relative energy (zero: lowest compared OMol25 entry of this formula, charge and spin) in kcal per mole: 98.3
Max |F| in Eh/bohr: 0.1467
Frontier orbital gap in eV: 10.590

The geometry in ORCA input format:
```
! RIJCOSX wB97M-V def2-TZVPD def2/J DEFGRID3
* xyz 0 1
C -0.6228 -1.0802 -1.0735
N 0.7207 -0.9523 -0.9109
O 1.1058 -0.0739 0.1000
C 0.1533 0.4248 1.1219
C -0.9617 1.4147 0.5792
H -0.6603 -1.7524 -2.0061
H -1.4905 -0.7964 -0.5658
H -0.3186 -0.4107 1.5874
H 0.8373 0.9350 1.8103
H -0.5429 2.2545 -0.0212
H -1.3323 0.8146 -0.2559
H -1.7971 1.6568 1.2618
*
```

Mulliken population analysis, charges in e, atoms 1 to 8: -0.41, -0.23, -0.22, -0.43, -0.75, 0.27, 0.38, 0.35